(1)
14
Properties=species:S:1:pos:R:3 method="wB97M-V/def2-TZVPD" total_charge=0 spin_multiplicity=1 homo_lumo_gap_ev=10.08 lumo_ev=0.4 e_homo_ev=-9.65 e_above_lowest_ev=2.693 largest_force_ev_per_a=2.4
O 0.02 -2.18 -0.75
N 1.77 0.86 -0.68
N 0.37 -0.41 0.65
N -0.60 1.18 -0.82
N 0.52 -0.03 1.99
C -0.06 -1.68 0.34
C -1.59 0.65 -1.36
C 0.60 0.55 -0.37
H 1.48 0.29 2.13
H -2.45 1.25 -1.64
H -0.11 0.73 2.22
H -0.20 -2.25 1.27
H 1.85 1.51 -1.47
H -1.61 -0.46 -1.51

***

(2)
15
Properties=species:S:1:pos:R:3 method="wB97M-V/def2-TZVPD" total_charge=0 spin_multiplicity=1 homo_lumo_gap_ev=7.95 lumo_ev=-0.5 e_homo_ev=-8.47 e_above_lowest_ev=3.573 largest_force_ev_per_a=7.0
O -1.53 -2.78 -0.85
O -1.34 -0.80 0.47
N 0.69 0.03 -1.50
N 0.55 1.19 -0.85
N 0.67 0.36 1.39
N 0.76 2.73 0.98
C -0.92 -1.57 -0.42
C 0.21 -1.16 -1.35
C 0.71 1.39 0.59
H 0.61 2.92 1.96
H 0.99 2.02 -1.32
H -2.24 -3.10 -0.32
H -0.08 -0.30 1.06
H 0.50 0.89 2.42
H 0.43 -1.81 -2.28